Formula: C16H24IrN5O2
Source: the OMol25 dataset
Level of theory: ωB97M-V/def2-TZVPD

Element x y z (Å)
Ir (-0.18245, -0.22899, 0.63424)
C (3.59675, -1.33850, -1.11260)
C (2.17429, -0.99394, -0.80272)
N (1.78003, -0.44510, 0.29304)
C (2.73914, -0.03387, 1.32603)
C (2.08806, -0.20586, 2.66879)
N (0.65120, 0.12441, 2.60961)
C (0.27696, 1.46240, 3.09329)
C (0.45147, 2.41373, 1.94766)
N (-0.30795, 1.85946, 0.80055)
C (-1.72443, 2.43789, 0.84063)
C (-2.77117, 1.54358, 0.14487)
N (-1.96261, 0.66456, -0.65510)
C (-2.23171, 0.18547, -1.78996)
C (-3.48106, 0.40811, -2.58060)
C (-1.08196, -0.64597, -2.28345)
C (-1.07629, -1.43553, -3.41817)
C (0.07251, -2.15342, -3.72398)
C (1.18943, -2.04692, -2.90770)
C (1.10325, -1.24204, -1.78989)
N (-0.00370, -0.56565, -1.48984)
H (4.27662, -0.55021, -0.79367)
H (3.74306, -1.49682, -2.17658)
H (3.87729, -2.25476, -0.58649)
H (3.03006, 0.99918, 1.12671)
H (3.64677, -0.63273, 1.30676)
H (2.59699, 0.41226, 3.40884)
H (2.17514, -1.24016, 2.99618)
H (0.14249, -0.56984, 3.15169)
H (0.88630, 1.77852, 3.94146)
H (-0.75897, 1.42009, 3.43095)
H (1.49435, 2.53047, 1.65320)
H (0.08414, 3.40224, 2.22356)
H (0.13217, 2.14071, -0.06946)
H (-1.69819, 3.42516, 0.38386)
H (-1.97933, 2.56632, 1.89058)
H (-3.50248, 2.12223, -0.42087)
H (-3.31862, 0.95503, 0.88336)
H (-4.32028, -0.07104, -2.07295)
H (-3.41273, 0.01549, -3.59064)
H (-3.70582, 1.47337, -2.64924)
H (-1.95150, -1.51178, -4.04688)
H (0.09836, -2.79072, -4.59787)
H (2.09209, -2.59754, -3.13188)
O (-1.74038, -1.36048, 2.07169)
C (-1.26640, -2.36287, 1.51207)
O (-0.30187, -2.19018, 0.64503)
H (-1.61898, -3.37578, 1.70586)

Summary:
Lowest unoccupied orbital energy ... -7.0 eV
Net charge ... +2

Atom-resolved charges from natural (NBO), all expressed in e: atom 1 (Ir): 1.27, atom 2 (C): -0.70, atom 3 (C): 0.35, atom 4 (N): -0.34, atom 5 (C): -0.26, atom 6 (C): -0.24, atom 7 (N): -0.57, atom 8 (C): -0.25, atom 9 (C): -0.24, atom 10 (N): -0.57, atom 11 (C): -0.23, atom 12 (C): -0.27, atom 13 (N): -0.50, atom 14 (C): 0.35, atom 15 (C): -0.70, atom 16 (C): 0.18, atom 17 (C): -0.18, atom 18 (C): -0.11, atom 19 (C): -0.18, atom 20 (C): 0.15, atom 21 (N): -0.41, atom 22 (H): 0.26, atom 23 (H): 0.26, atom 24 (H): 0.27, atom 25 (H): 0.22, atom 26 (H): 0.25, atom 27 (H): 0.24, atom 28 (H): 0.24, atom 29 (H): 0.44, atom 30 (H): 0.24, atom 31 (H): 0.23, atom 32 (H): 0.22, atom 33 (H): 0.24, atom 34 (H): 0.41, atom 35 (H): 0.23, atom 36 (H): 0.22, atom 37 (H): 0.22, atom 38 (H): 0.25, atom 39 (H): 0.27, atom 40 (H): 0.25, atom 41 (H): 0.26, atom 42 (H): 0.25, atom 43 (H): 0.26, atom 44 (H): 0.25, atom 45 (O): -0.68, atom 46 (C): 0.63, atom 47 (O): -0.67, atom 48 (H): 0.17

***

Formula: C28H20EuF6N9O4S4
Source: the OMol25 dataset
Level of theory: ωB97M-V/def2-TZVPD

Element x y z (Å)
Eu (0.09713, 0.48666, -0.19405)
C (4.33043, 1.24669, -2.08753)
C (4.72902, 0.03897, -2.65647)
C (3.97370, -1.07775, -2.40308)
C (2.83673, -0.99407, -1.57249)
N (2.43737, 0.19032, -1.05313)
C (3.18723, 1.26628, -1.31210)
N (2.26414, -2.19384, -1.30637)
C (1.32574, -2.49629, -0.46826)
N (0.52142, -1.71140, 0.31738)
C (-0.27536, -2.52474, 1.07168)
N (-1.17337, -2.26187, 1.96894)
C (-1.70926, -1.08167, 2.35718)
C (-2.67008, -1.19954, 3.38596)
C (-3.36206, -0.09693, 3.81630)
C (-3.08996, 1.12785, 3.21557)
C (-2.11701, 1.18098, 2.23985)
N (-1.42433, 0.12186, 1.80314)
C (0.02283, -3.93052, 0.76031)
C (-0.50511, -5.11017, 1.23902)
C (-0.00173, -6.29439, 0.71871)
C (0.99647, -6.28686, -0.24599)
C (1.51770, -5.09464, -0.73430)
C (1.01664, -3.91600, -0.21929)
H (4.90931, 2.14581, -2.22839)
H (5.62430, -0.01809, -3.26054)
H (4.23775, -2.04627, -2.79315)
H (2.86161, 2.19204, -0.83814)
H (-2.84767, -2.17744, 3.79887)
H (-4.10801, -0.17475, 4.59219)
H (-3.61376, 2.02418, 3.50167)
H (-1.87737, 2.13696, 1.78390)
H (-1.28248, -5.09178, 1.98484)
H (-0.38816, -7.23827, 1.06952)
H (1.37059, -7.22689, -0.62591)
H (2.28258, -5.07816, -1.49320)
C (1.32650, -1.45429, 4.63438)
S (0.71771, 0.25952, 4.61029)
C (1.22288, 0.81976, 3.02317)
S (2.33348, -0.01010, 2.07210)
N (0.73369, 1.99904, 2.69708)
N (0.66590, 2.31569, 1.41162)
C (0.53680, 3.57385, 1.09016)
C (0.31160, 3.93866, -0.28057)
C (0.15529, 5.28569, -0.65028)
C (-0.07968, 5.60660, -1.96829)
C (-0.13935, 4.57750, -2.90155)
C (0.05842, 3.27659, -2.46923)
N (0.27314, 2.94257, -1.19992)
H (1.65445, -1.68524, 5.64056)
H (2.14972, -1.51755, 3.92603)
H (0.51811, -2.11668, 4.34133)
H (0.58381, 4.35297, 1.84673)
H (0.22073, 6.05392, 0.10306)
H (-0.20376, 6.63411, -2.27582)
H (-0.32917, 4.77600, -3.94259)
H (0.03328, 2.45939, -3.18298)
F (-3.02281, -1.72144, -2.69310)
C (-1.70268, -1.73078, -2.96456)
F (-1.07488, -2.32780, -1.95371)
F (-1.53502, -2.48987, -4.04119)
S (-1.06916, 0.03618, -3.27739)
O (0.04307, 0.16925, -2.36908)
O (-0.75851, 0.10647, -4.65933)
N (-2.32536, 0.90092, -2.90497)
S (-2.90589, 0.62092, -1.46875)
O (-1.99717, -0.27844, -0.78532)
O (-2.36297, 2.18121, -0.62447)
C (-3.24674, 3.11684, -0.70411)
F (-3.85904, 3.38456, 0.46736)
F (-4.26246, 2.81855, -1.55541)
F (-2.76089, 4.28915, -1.12394)

Summary:
Lowest unoccupied orbital energy (alpha / beta) ... 2.0 / 2.0 eV
⟨S²⟩ ... 15.760
Multiplicity ... 8
Net charge ... -1

Atom-resolved charges from Mulliken, all expressed in e: atom 1 (Eu): 0.64, atom 2 (C): -1.07, atom 3 (C): -0.39, atom 4 (C): -0.81, atom 5 (C): 0.25, atom 6 (N): 0.54, atom 7 (C): -0.23, atom 8 (N): -0.44, atom 9 (C): -0.14, atom 10 (N): 0.70, atom 11 (C): -0.18, atom 12 (N): -0.28, atom 13 (C): -0.20, atom 14 (C): -0.54, atom 15 (C): -0.70, atom 16 (C): -1.20, atom 17 (C): 0.01, atom 18 (N): 1.00, atom 19 (C): 0.12, atom 20 (C): -0.16, atom 21 (C): -0.68, atom 22 (C): -0.67, atom 23 (C): -0.23, atom 24 (C): -0.11, atom 25 (H): 0.43, atom 26 (H): 0.39, atom 27 (H): 0.51, atom 28 (H): 0.35, atom 29 (H): 0.53, atom 30 (H): 0.39, atom 31 (H): 0.49, atom 32 (H): 0.16, atom 33 (H): 0.56, atom 34 (H): 0.42, atom 35 (H): 0.40, atom 36 (H): 0.55, atom 37 (C): -0.74, atom 38 (S): -0.16, atom 39 (C): 0.57, atom 40 (S): -0.47, atom 41 (N): -1.67, atom 42 (N): 1.27, atom 43 (C): -1.40, atom 44 (C): 1.42, atom 45 (C): -0.96, atom 46 (C): -0.59, atom 47 (C): -0.89, atom 48 (C): -0.45, atom 49 (N): 0.60, atom 50 (H): 0.45, atom 51 (H): 0.23, atom 52 (H): 0.14, atom 53 (H): 0.25, atom 54 (H): 0.46, atom 55 (H): 0.39, atom 56 (H): 0.46, atom 57 (H): 0.50, atom 58 (F): -0.27, atom 59 (C): 0.65, atom 60 (F): -0.03, atom 61 (F): -0.26, atom 62 (S): 0.90, atom 63 (O): -0.52, atom 64 (O): -0.70, atom 65 (N): -0.33, atom 66 (S): 0.23, atom 67 (O): -0.16, atom 68 (O): -0.31, atom 69 (C): 0.87, atom 70 (F): -0.30, atom 71 (F): -0.31, atom 72 (F): -0.25

***

Formula: C6H8CoO6
Source: the OMol25 dataset
Level of theory: ωB97M-V/def2-TZVPD

Element x y z (Å)
O (3.76999, 0.79836, -1.00394)
C (2.81991, 0.35993, -0.30265)
O (1.99297, 1.21716, 0.17617)
O (2.79845, -0.91211, -0.01560)
C (1.62079, -1.49990, 0.56964)
C (0.42074, -1.33923, -0.30626)
C (-0.82541, -1.38933, 0.16979)
C (-2.00111, -0.93161, -0.62344)
Co (3.29586, 2.53184, -0.23237)
H (1.45765, -1.06790, 1.56505)
H (1.88457, -2.55873, 0.67617)
H (0.59473, -1.16808, -1.37324)
H (-1.01822, -1.69574, 1.20231)
H (-2.93629, -1.05911, -0.06855)
H (-2.07352, -1.44024, -1.59185)
O (-2.02127, 0.50023, -0.91123)
C (-2.16209, 1.45330, -0.07552)
O (-1.30750, 2.39106, -0.17668)
H (-3.11330, 2.27236, 1.41427)
O (-2.90865, 1.41815, 0.96607)
H (-0.28828, 2.11959, -0.05816)

Summary:
Lowest unoccupied orbital energy (alpha / beta) ... -9.6 / -10.1 eV
⟨S²⟩ ... 3.756
Multiplicity ... 4
Net charge ... +2

Atom-resolved charges from natural (NBO), all expressed in e: atom 1 (O): -0.68, atom 2 (C): 0.97, atom 3 (O): -0.82, atom 4 (O): -0.42, atom 5 (C): -0.13, atom 6 (C): -0.17, atom 7 (C): -0.24, atom 8 (C): -0.11, atom 9 (Co): 1.59, atom 10 (H): 0.22, atom 11 (H): 0.26, atom 12 (H): 0.23, atom 13 (H): 0.24, atom 14 (H): 0.23, atom 15 (H): 0.26, atom 16 (O): -0.43, atom 17 (C): 1.11, atom 18 (O): -0.66, atom 19 (H): 0.57, atom 20 (O): -0.59, atom 21 (H): 0.57

***

Formula: C10H11F2N2O
Source: the OMol25 dataset
Level of theory: ωB97M-V/def2-TZVPD

Element x y z (Å)
C (-0.62313, 2.73422, -1.79464)
C (-1.71596, 2.66433, -2.61540)
C (-0.34017, 1.86113, -0.73169)
C (-2.77302, 1.75377, -2.29012)
C (-1.29021, 0.89818, -0.41862)
C (-2.46891, 0.97630, -1.19298)
C (-0.54362, -1.52438, 2.39232)
C (1.69774, -3.38004, -0.00264)
C (-1.19379, -0.05168, 0.60854)
C (2.44930, -2.33466, 0.08477)
N (-0.42998, -0.25709, 1.61179)
N (0.35596, -1.56499, 3.39933)
O (-1.40135, -2.31338, 2.08355)
F (-3.40024, 0.12846, -0.81365)
F (2.12384, -1.11584, 0.71029)
H (0.08633, 3.47382, -2.09642)
H (-1.77229, 3.30355, -3.41942)
H (0.64244, 1.92130, -0.21895)
H (-3.74045, 1.65061, -2.92866)
H (1.86411, -4.17788, -0.69636)
H (0.68574, -3.33615, 0.57363)
H (-2.07133, -0.76936, 0.67027)
H (3.51313, -2.21603, -0.28686)
H (0.48106, 0.37045, 1.78357)
H (1.18829, -1.02813, 3.57815)
H (0.11760, -2.36221, 4.05393)

Summary:
Lowest unoccupied orbital energy ... -5.1 eV
Net charge ... +1

Atom-resolved charges from natural (NBO), all expressed in e: atom 1 (C): -0.25, atom 2 (C): -0.07, atom 3 (C): -0.08, atom 4 (C): -0.28, atom 5 (C): -0.28, atom 6 (C): 0.49, atom 7 (C): 0.80, atom 8 (C): -0.48, atom 9 (C): 0.29, atom 10 (C): 0.22, atom 11 (N): -0.53, atom 12 (N): -0.82, atom 13 (O): -0.55, atom 14 (F): -0.30, atom 15 (F): -0.40, atom 16 (H): 0.24, atom 17 (H): 0.23, atom 18 (H): 0.23, atom 19 (H): 0.28, atom 20 (H): 0.25, atom 21 (H): 0.22, atom 22 (H): 0.27, atom 23 (H): 0.19, atom 24 (H): 0.44, atom 25 (H): 0.43, atom 26 (H): 0.44

***

Formula: C4H9NO2
Source: the OMol25 dataset
Level of theory: ωB97M-V/def2-TZVPD

Element x y z (Å)
C (1.20590, 0.74468, -1.59586)
C (0.28509, -0.05248, -0.67812)
O (0.89484, -1.26789, -0.24192)
C (-0.08199, 0.70418, 0.60192)
C (-1.37157, 0.14786, 1.18276)
O (-2.45860, 0.65178, 0.96592)
N (-1.21068, -0.98293, 1.93492)
H (2.15243, 0.98126, -1.09872)
H (0.72931, 1.68001, -1.90937)
H (1.42954, 0.17895, -2.50754)
H (-0.64249, -0.28397, -1.22953)
H (1.00272, -1.84389, -1.00883)
H (0.74735, 0.60859, 1.31372)
H (-0.25019, 1.76081, 0.38635)
H (-2.05453, -1.50346, 2.12578)
H (-0.37712, -1.52349, 1.75852)

Summary:
Lowest unoccupied orbital energy ... 0.7 eV
SMILES ... C[C@@H](O)CC(N)=O

Atom-resolved charges from natural (NBO), all expressed in e: atom 1 (C): -0.63, atom 2 (C): 0.11, atom 3 (O): -0.74, atom 4 (C): -0.52, atom 5 (C): 0.68, atom 6 (O): -0.61, atom 7 (N): -0.83, atom 8 (H): 0.21, atom 9 (H): 0.22, atom 10 (H): 0.21, atom 11 (H): 0.17, atom 12 (H): 0.47, atom 13 (H): 0.23, atom 14 (H): 0.24, atom 15 (H): 0.39, atom 16 (H): 0.40

***

Formula: CH2ClFO2
Source: the OMol25 dataset
Level of theory: ωB97M-V/def2-TZVPD

Element x y z (Å)
C (1.72201, -0.08965, -0.07436)
O (1.02075, 1.05023, 0.01935)
O (1.20537, -1.17388, -0.10806)
F (-1.24102, -0.34476, 0.22076)
Cl (3.45149, -0.03616, -0.11830)
H (0.12799, 0.82427, -0.16975)
H (-0.68881, -1.18090, 0.25054)

Summary:
Lowest unoccupied orbital energy ... 0.5 eV
SMILES ... O=C(O)Cl.F

Atom-resolved charges from natural (NBO), all expressed in e: atom 1 (C): 0.74, atom 2 (O): -0.65, atom 3 (O): -0.61, atom 4 (F): -0.60, atom 5 (Cl): 0.01, atom 6 (H): 0.52, atom 7 (H): 0.59